Record 1
The following is a quantum chemistry calculation of a structure of composition C25H22BaNO3S2 at a distorted geometry, from the OMol25 dataset.

Calculated values
HOMO level (spin up / spin down): -4.83 / -4.56 eV
Largest force on an atom: 0.0535 hartree/bohr
2S+1: 1
HOMO-LUMO gap (spin up / spin down): 6.0 / 4.4 eV
LUMO (spin up / spin down): 1.15 / -0.12 eV
Charge: -1

The geometry in XYZ format:
```
54
Properties=species:S:1:pos:R:3:forces:R:3
C 0.320830 1.674531 2.074869 -0.86 0.12 -0.38
C 1.071558 2.165290 0.970735 -0.51 -0.25 -0.57
C 0.164897 2.627237 -0.022962 -0.39 -0.19 0.64
H 2.158880 2.208609 0.930768 -0.42 -0.11 -0.05
C -1.160919 2.479352 0.488288 0.74 -0.19 0.11
C -1.064799 1.891274 1.794684 0.74 -0.08 -0.16
H -1.890274 1.717643 2.479219 0.09 0.04 -0.05
H 0.749532 1.273329 2.987364 -0.10 0.05 -0.10
H 0.437300 3.080930 -0.974772 -0.10 -0.19 0.24
H -2.067817 2.828429 0.003471 0.06 -0.03 0.07
C 1.610988 -1.826909 -1.072795 0.78 0.54 0.17
C 2.336782 -1.158689 -0.058918 -0.17 -0.06 -2.72
C 1.864842 -1.592365 1.200449 -1.71 -1.56 1.48
H 3.170999 -0.469252 -0.206530 -0.53 -0.26 0.11
C 0.843599 -2.559395 0.978842 0.74 0.59 0.56
C 0.708497 -2.729588 -0.442021 0.65 0.11 0.30
H 0.054498 -3.436233 -0.951976 0.14 0.14 0.11
H 1.757446 -1.703717 -2.148765 -0.19 -0.02 0.53
H 2.277056 -1.265473 2.159846 -0.28 -0.16 -0.32
H 0.308971 -3.116637 1.748158 0.25 0.13 -0.21
Ba -1.130739 -0.535268 -0.002812 1.00 1.27 -0.02
O -0.767989 -0.111465 -2.334880 -0.04 -0.81 0.58
C -1.694330 0.817768 -2.784751 0.64 -0.16 -0.04
C -3.093553 0.523573 -2.331268 0.79 0.94 0.71
H -1.407850 1.806561 -2.377475 -0.23 0.10 -0.61
H -1.676656 0.781859 -3.892781 -0.18 0.55 0.15
H -3.480371 1.163077 -1.534717 -0.38 -0.03 -0.32
H -5.698907 0.767732 -2.761225 0.04 -0.18 -0.11
C -5.287052 -0.141342 -3.199255 0.52 -0.12 0.24
C -3.898804 -0.415765 -2.975989 -1.40 -1.62 -1.26
C -3.376676 -1.625263 -3.569771 0.04 0.69 0.17
H -2.322235 -1.873271 -3.414651 -0.32 0.23 -0.01
C -4.180367 -2.459381 -4.333165 -0.57 0.14 0.02
H -3.773230 -3.389224 -4.753124 -0.15 0.49 0.19
C -5.529050 -2.123155 -4.563999 0.12 0.14 0.05
H -6.158353 -2.768995 -5.181704 0.22 0.20 0.20
C -6.070401 -0.949586 -4.006930 0.10 -0.50 -0.03
H -7.117785 -0.685704 -4.199738 0.47 -0.12 0.10
O 4.420287 -1.804665 6.145700 -0.32 0.16 0.10
S 3.668068 -0.604691 5.874059 -0.45 1.48 -1.98
O 2.526539 -0.274591 6.710824 0.70 -0.49 -0.37
N 3.266433 -0.499232 4.218548 0.25 -0.24 0.60
C 3.945734 0.461005 3.591617 -0.51 -0.89 0.37
S 4.091083 0.773089 1.966816 -0.18 -0.19 -0.69
C 4.760138 1.299831 4.463201 1.01 0.38 1.43
C 5.572422 2.381889 4.111018 -0.11 -0.06 0.44
C 6.372521 2.967384 5.091333 -0.29 -0.43 0.47
C 6.369869 2.460146 6.404719 -0.41 -0.43 -0.14
C 5.559425 1.359407 6.754071 0.19 0.37 -0.21
C 4.763135 0.806998 5.765635 0.45 0.46 0.20
H 5.569911 2.749271 3.089760 -0.04 -0.15 0.14
H 7.001913 3.816555 4.834821 -0.08 -0.15 0.10
H 6.997445 2.911987 7.163667 0.01 0.02 -0.05
H 5.536226 0.924765 7.754752 0.18 0.29 -0.19
```
Forces are in eV/Å.

Record 2
The following is a quantum chemistry calculation of the molecule C4H6N4O3 at a distorted geometry, from the OMol25 dataset.

Calculated values
HOMO level: -8.71 eV
Largest force on an atom: 0.0796 hartree/bohr
2S+1: 1
SMILES: N\C(O)=N/C=C\C=N\[N+](=O)[O-]
HOMO-LUMO gap: 8.3 eV
LUMO: -0.43 eV

The geometry in XYZ format:
```
17
Properties=species:S:1:pos:R:3:forces:R:3
N -0.022735 -2.034117 -0.239449 0.87 -0.58 -0.01
C 0.736748 -0.961106 -0.458124 2.12 2.75 -1.47
O 1.994734 -0.801609 0.042179 -1.90 1.21 -2.42
N 0.684549 -0.329758 -1.703079 -1.15 0.55 0.33
C 0.103439 0.809808 -2.019779 0.43 -1.09 1.52
C -0.605066 1.682743 -1.139212 1.32 -2.11 0.75
C -0.657589 1.393956 0.193343 -2.35 3.08 1.32
N -0.263350 0.306314 0.761599 0.79 -2.19 0.51
N -0.462498 -0.036220 2.092055 0.11 2.33 0.04
O -1.113280 0.645255 2.878066 0.05 -0.26 -1.19
O 0.154847 -1.021993 2.421785 0.34 -1.31 0.32
H 0.063193 -2.398038 0.721461 -0.86 0.31 -0.81
H -0.888819 -1.775151 -0.688772 -0.64 -1.05 0.56
H 2.098541 -1.443400 0.676121 0.81 -2.34 2.84
H 0.254341 1.117485 -3.029659 0.02 0.06 -0.73
H -0.930416 2.644203 -1.322665 -0.51 1.63 -1.28
H -1.146639 2.201627 0.814129 0.55 -0.99 -0.28
```
Forces are in eV/Å.

Record 3
The following is a quantum chemistry calculation of a cluster of 2 separate species, C6H14N2O2 in total at a distorted geometry, from the OMol25 dataset.

Calculated values
HOMO level: -9.64 eV
Largest force on an atom: 0.1355 hartree/bohr
2S+1: 1
SMILES: CNC(C)=O.CNC(C)=O
HOMO-LUMO gap: 10.0 eV
LUMO: 0.39 eV

The geometry in XYZ format:
```
24
Properties=species:S:1:pos:R:3:forces:R:3
C -2.373808 0.071102 -2.057065 0.79 -0.49 -2.91
N -1.170180 -0.846236 -2.138261 -0.07 1.55 -0.44
C -0.140282 -0.256077 -2.875497 -0.89 -2.73 0.99
C 1.316666 -0.430696 -2.511245 1.76 1.01 -1.75
O -0.440584 0.158001 -3.947240 0.32 1.95 -2.02
H -2.435061 0.643933 -3.087137 0.78 -0.74 2.39
H -3.340644 -0.379981 -2.105816 -0.39 -1.09 0.58
H -2.263013 0.661095 -1.190490 -0.20 1.11 0.75
H -0.783963 -1.381311 -1.392774 -0.65 0.00 1.19
H 1.818363 -0.167970 -1.568261 -1.06 -0.21 0.20
H 1.710301 -1.438399 -2.827795 -0.58 1.00 0.19
H 1.701638 0.359614 -3.243497 0.19 -1.38 0.86
C -0.803178 -0.980232 2.780222 0.12 -3.84 1.82
N 0.146389 -0.413727 1.991534 5.60 4.15 0.07
C 1.040096 0.470370 2.686873 -0.90 -1.70 1.81
C 1.750716 1.551420 1.936049 0.48 2.63 2.38
O 1.111463 0.369445 3.917134 0.24 0.40 -1.59
H -0.540712 -2.106453 2.969815 -0.95 1.68 -0.34
H -0.659668 -0.503063 3.744760 -0.84 -0.09 0.24
H -1.717744 -0.843612 2.302077 -2.06 -0.17 -0.16
H 0.170525 -0.171454 1.038189 -1.01 -0.36 -1.21
H 2.431595 2.205180 2.717990 -2.24 -1.57 -1.59
H 2.560265 1.210837 1.328041 -0.18 -0.34 -1.35
H 0.910824 2.218208 1.532398 1.73 -0.78 -0.12
```
Forces are in eV/Å.

Record 4
The following is a quantum chemistry calculation of a cluster of 2 separate species, H4NOPS2 in total at a distorted geometry, from the OMol25 dataset.

Calculated values
HOMO level: -9.06 eV
Largest force on an atom: 0.0486 hartree/bohr
2S+1: 1
HOMO-LUMO gap: 7.4 eV
LUMO: -1.63 eV

The geometry in XYZ format:
```
9
Properties=species:S:1:pos:R:3:forces:R:3
N 1.074663 0.812304 0.553973 -0.49 -0.52 -0.02
O 0.485997 -0.473675 -1.589880 -0.11 0.01 0.59
P 0.479687 -0.649766 0.004785 -0.56 -0.03 0.43
S 1.421892 -2.191782 0.680840 -0.93 0.90 -0.28
S -2.426314 -0.486405 0.609936 2.42 -0.37 -0.52
H 1.199905 0.848025 1.560140 0.02 -0.02 -0.13
H 0.664768 1.664704 0.188828 -0.04 -0.16 -0.01
H -0.346067 -0.207823 -1.991685 -0.32 -0.04 0.03
H -2.554531 0.684417 -0.016938 0.02 0.23 -0.09
```
Forces are in eV/Å.

Record 5
The following is a quantum chemistry calculation of a cluster of 2 separate species, C2H7N3O4 in total at a distorted geometry, from the OMol25 dataset.

Calculated values
HOMO level: -9.89 eV
Largest force on an atom: 0.0574 hartree/bohr
2S+1: 1
SMILES: O=N[C@H](O)C(=O)NO.N
HOMO-LUMO gap: 9.0 eV
LUMO: -0.89 eV

The geometry in XYZ format:
```
16
Properties=species:S:1:pos:R:3:forces:R:3
O 1.163285 -0.825179 1.098939 0.88 -0.05 0.18
N 0.345676 0.005511 1.336432 -0.69 0.08 0.23
C -0.846392 -0.123415 0.417001 -0.14 -1.02 -0.34
O -2.025824 0.330891 0.998177 0.73 -2.67 1.02
C -0.947389 -1.613871 -0.075412 -1.41 -0.30 1.47
O -1.744007 -2.389648 0.470857 1.02 1.32 -0.88
N -0.099254 -2.025664 -1.034109 0.38 -1.01 -2.54
O 0.788005 -1.141631 -1.746068 -1.40 -0.49 1.04
H -0.543008 0.429038 -0.448184 -0.14 0.94 -0.54
H -2.261771 -0.505280 1.549350 -0.18 1.95 -1.08
H -0.372988 -2.818569 -1.677487 0.45 1.22 1.42
H 1.473727 -1.004828 -1.084069 0.43 -0.07 0.03
N 1.436821 2.959156 0.198727 0.39 -2.73 0.03
H 0.628497 3.375070 0.613630 -0.48 0.04 0.04
H 1.716031 3.442805 -0.632356 -0.10 0.03 -0.39
H 1.288592 1.905614 0.014573 0.25 2.75 0.31
```
Forces are in eV/Å.

Record 6
The following is a quantum chemistry calculation of a cluster of 2 separate species, C6H15NO in total at a distorted geometry, from the OMol25 dataset.

Calculated values
HOMO level: -9.60 eV
Largest force on an atom: 0.0392 hartree/bohr
2S+1: 1
SMILES: C=CCC[C@@H](C)N.O
HOMO-LUMO gap: 10.5 eV
LUMO: 0.89 eV

The geometry in XYZ format:
```
23
Properties=species:S:1:pos:R:3:forces:R:3
C -0.414644 -1.518886 -2.961371 0.83 -0.96 1.30
C 0.331562 -0.650906 -2.283181 -1.63 1.15 -0.30
C 0.852946 -0.841374 -0.891756 -0.16 -0.58 -0.34
C -0.207342 -0.439653 0.145379 0.96 0.22 0.06
C -0.441009 1.070700 0.235916 -0.33 -0.54 -0.10
C -1.672886 1.354357 1.097400 -0.61 -0.16 -0.58
N 0.791932 1.743684 0.653916 -0.31 0.48 0.24
H -0.912215 -1.364745 -3.898329 -0.10 0.32 -0.17
H -0.515346 -2.487921 -2.473773 -0.07 -0.29 -0.53
H 0.188636 0.371262 -2.612204 0.84 0.33 -0.28
H 1.756296 -0.266893 -0.703815 0.12 0.01 -0.12
H 1.084975 -1.908112 -0.811261 0.08 0.08 0.36
H -1.122977 -0.977571 -0.068538 -0.24 -0.01 0.11
H 0.172680 -0.748167 1.129937 -0.49 -0.08 -0.28
H -0.645079 1.445945 -0.765021 -0.05 -0.02 -0.18
H -2.461589 0.611683 0.961351 0.38 -0.63 0.34
H -2.246315 2.193582 0.744560 0.30 1.08 0.00
H -1.434545 1.487958 2.141164 0.01 -0.10 0.38
H 1.005245 1.546622 1.630951 -0.11 -0.21 -0.08
H 0.578452 2.739259 0.655640 0.31 -0.01 -0.11
O 1.760406 -1.441842 2.916562 0.09 0.12 0.07
H 2.491269 -0.823092 2.804409 -0.05 -0.09 0.00
H 1.059554 -1.095887 2.352061 0.21 -0.12 0.21
```
Forces are in eV/Å.

Record 7
The following is a quantum chemistry calculation of a structure of composition C2H3NO3P at a distorted geometry, from the OMol25 dataset.

Calculated values
HOMO level (spin up / spin down): -0.34 / -5.22 eV
Largest force on an atom: 0.1126 hartree/bohr
2S+1: 3
HOMO-LUMO gap (spin up / spin down): 4.5 / 7.0 eV
LUMO (spin up / spin down): 4.15 / 1.74 eV
Charge: -1

The geometry in XYZ format:
```
10
Properties=species:S:1:pos:R:3:forces:R:3
C -0.088357 -0.160282 -0.049142 -4.40 2.57 -2.74
C -2.549764 0.635041 -0.116535 -1.22 -1.46 -0.51
N 0.990507 -0.835420 0.185048 4.20 -2.92 1.89
O -2.122783 1.636316 0.299248 0.90 1.92 0.83
O -1.264411 -0.666121 0.216998 -1.01 -1.11 0.73
O -3.453676 0.065736 -0.638598 0.09 -0.45 -0.11
P 2.413747 0.031404 0.284077 1.57 -2.06 0.74
H -0.176888 0.859603 -0.270482 0.82 1.62 -0.21
H 3.226661 -1.052509 1.025198 -0.65 1.33 -0.71
H 3.024968 -0.513764 -0.935816 -0.30 0.56 0.11
```
Forces are in eV/Å.

Record 8
The following is a quantum chemistry calculation of a structure of composition C5H6N at a distorted geometry, from the OMol25 dataset.

Calculated values
HOMO level: -14.72 eV
Largest force on an atom: 0.1261 hartree/bohr
2S+1: 1
HOMO-LUMO gap: 9.1 eV
LUMO: -5.59 eV
Charge: +1

The geometry in XYZ format:
```
12
Properties=species:S:1:pos:R:3:forces:R:3
C -1.262773 -0.216309 2.118627 -4.09 -1.93 -4.65
C -2.091028 -0.387062 1.144092 1.86 0.35 0.00
C 0.060782 0.089165 -0.296255 1.80 1.61 -0.88
C 0.731331 0.174037 -1.627903 0.24 1.45 0.95
C 1.550061 0.032869 -0.292915 -1.25 -2.82 -0.44
N -1.075923 0.074931 0.210728 -0.63 -0.69 1.02
H -0.593891 0.326371 2.582095 3.32 2.23 2.82
H -3.003238 -0.733111 0.702448 -0.48 -0.27 0.59
H 0.415119 -0.454069 -2.435184 0.31 -1.09 0.07
H 1.054213 1.141733 -2.045162 -0.90 -0.15 0.38
H 2.195763 0.843282 -0.116318 0.16 1.33 0.35
H 2.019581 -0.891840 0.055748 -0.35 -0.01 -0.21
```
Forces are in eV/Å.

Which relative energy (zero: lowest compared OMol25 entry of this formula, charge and spin) belongs to each record? In order, 0.000, 2.597, 3.252, 1.732, 3.073, 1.972, 1.567, 6.943 eV.
Which molar mass belongs to each record? In order, 585.9, 158.1, 146.2, 129.1, 137.1, 117.2, 120.0, 80.1 g/mol.
Which DFT total energy belongs to each record? In order, -2068.1211, -600.5943, -496.9380, -1270.1322, -545.4798, -367.5588, -699.7317, -248.3605 hartree.